273
Properties=species:S:1:pos:R:3 method="wB97M-V/def2-TZVPD" homo_energy_ev=-8.293 smiles=COCCNCCOC.COCCNCCOC.COCCNCCOC.COCCNCCOC.COCCNCCOC.COCCNCCOC.COCCNCCOC.COCCNCCOC.COCCNCCOC.COCCNCCOC.COCCNCCOC.CCO de_lowest_kj_mol=0.00
C -0.377 -1.353 0.221
C 0.414 -0.092 0.685
O 0.758 0.584 -0.516
H 0.120 -2.166 -0.309
H -1.198 -1.033 -0.421
H -0.762 -1.846 1.113
H 1.220 -0.308 1.386
H -0.249 0.609 1.190
H 0.936 1.509 -0.329
C -0.669 3.472 8.671
O -0.757 3.855 7.327
C -1.209 5.215 7.346
C -1.532 5.744 5.972
N -2.714 5.087 5.374
C -2.933 5.366 3.947
C -3.643 4.194 3.267
O -2.655 3.224 2.978
C -3.103 1.940 2.581
H -0.031 4.152 9.236
H -0.110 2.540 8.584
H -1.645 3.380 9.147
H -0.468 5.841 7.844
H -2.122 5.356 7.925
H -0.635 5.583 5.375
H -1.666 6.826 5.985
H -2.560 4.094 5.473
H -2.020 5.655 3.426
H -3.565 6.247 3.842
H -4.232 4.476 2.394
H -4.455 3.940 3.949
H -2.398 1.389 1.959
H -4.046 2.079 2.052
H -3.390 1.339 3.444
C 7.123 3.050 -6.546
O 5.979 2.253 -6.725
C 6.239 0.978 -7.205
C 4.949 0.289 -7.737
N 4.050 -0.095 -6.601
C 2.695 -0.527 -7.017
C 1.605 -0.311 -5.922
O 1.667 1.039 -5.454
C 0.805 1.259 -4.400
H 7.830 2.568 -5.871
H 6.841 4.010 -6.115
H 7.678 3.204 -7.472
H 6.691 0.258 -6.523
H 6.901 1.023 -8.071
H 5.214 -0.582 -8.337
H 4.368 0.961 -8.368
H 3.865 0.755 -6.089
H 2.623 -1.548 -7.393
H 2.364 0.140 -7.813
H 1.787 -0.992 -5.090
H 0.625 -0.478 -6.367
H 0.864 2.292 -4.058
H 0.986 0.604 -3.547
H -0.223 1.107 -4.728
C 4.564 3.159 -3.792
O 3.642 3.840 -2.920
C 3.054 3.081 -1.857
C 2.129 4.022 -1.053
N 1.680 3.368 0.133
C 0.828 4.272 0.933
C 0.485 3.537 2.244
O 1.653 3.265 2.994
C 1.433 2.319 4.074
H 4.948 3.959 -4.424
H 4.149 2.328 -4.363
H 5.366 2.790 -3.153
H 3.900 2.801 -1.230
H 2.541 2.192 -2.224
H 1.302 4.326 -1.695
H 2.695 4.919 -0.801
H 2.485 3.079 0.671
H -0.074 4.427 0.341
H 1.200 5.273 1.150
H -0.098 2.642 2.028
H -0.111 4.206 2.865
H 0.995 1.419 3.643
H 0.699 2.690 4.789
H 2.408 2.001 4.444
C -2.305 -5.020 1.022
O -2.647 -4.824 2.424
C -3.921 -5.413 2.824
C -3.939 -5.509 4.312
N -3.770 -4.180 4.935
C -4.084 -4.266 6.366
C -4.071 -2.920 7.058
O -4.255 -3.033 8.443
C -3.941 -1.867 9.096
H -1.545 -4.303 0.713
H -3.120 -4.824 0.326
H -1.940 -6.035 0.863
H -3.958 -6.402 2.368
H -4.763 -4.863 2.404
H -3.161 -6.232 4.555
H -4.914 -5.847 4.664
H -2.805 -3.884 4.952
H -3.476 -4.962 6.943
H -5.116 -4.548 6.575
H -4.921 -2.357 6.672
H -3.186 -2.345 6.786
H -4.266 -1.851 10.137
H -4.352 -0.931 8.716
H -2.864 -1.721 9.176
C 6.096 8.694 5.061
O 5.949 7.775 4.001
C 7.137 7.228 3.495
C 6.750 6.327 2.252
N 6.169 5.065 2.749
C 5.558 4.352 1.684
C 4.901 3.071 2.224
O 4.178 2.547 1.189
C 3.937 1.132 1.395
H 6.544 9.625 4.714
H 6.756 8.287 5.828
H 5.121 8.902 5.502
H 7.623 6.671 4.296
H 7.823 7.957 3.064
H 7.661 6.031 1.732
H 6.022 6.788 1.584
H 5.518 5.260 3.495
H 6.216 4.193 0.829
H 4.749 4.956 1.273
H 4.327 3.262 3.132
H 5.735 2.424 2.496
H 3.260 0.733 0.640
H 3.449 0.972 2.356
H 4.894 0.613 1.453
C 3.493 -2.387 3.437
O 2.907 -2.248 2.149
C 3.809 -2.327 1.067
C 4.208 -3.819 0.834
N 3.094 -4.581 0.259
C 3.048 -4.335 -1.199
C 1.890 -5.151 -1.732
O 0.658 -4.497 -1.311
C -0.485 -5.171 -1.815
H 2.800 -2.308 4.275
H 4.361 -1.747 3.599
H 3.813 -3.423 3.543
H 4.751 -1.843 1.326
H 3.353 -1.843 0.203
H 4.452 -4.385 1.733
H 5.072 -3.854 0.169
H 2.282 -4.133 0.658
H 4.004 -4.631 -1.630
H 2.871 -3.289 -1.447
H 2.070 -6.155 -1.348
H 1.861 -5.105 -2.821
H -1.423 -4.724 -1.485
H -0.562 -6.168 -1.383
H -0.496 -5.148 -2.905
C -5.560 7.558 -3.946
O -4.759 6.400 -3.936
C -3.406 6.729 -4.036
C -2.553 5.503 -4.204
N -2.545 4.579 -3.107
C -1.749 3.380 -3.350
C -1.962 2.252 -2.356
O -3.263 1.769 -2.497
C -3.675 0.600 -1.714
H -5.204 8.286 -3.216
H -6.592 7.405 -3.631
H -5.538 7.990 -4.946
H -3.002 7.410 -3.287
H -3.287 7.241 -4.991
H -1.542 5.869 -4.382
H -2.912 4.977 -5.089
H -3.497 4.325 -2.885
H -0.684 3.614 -3.356
H -2.011 2.912 -4.298
H -1.776 2.645 -1.357
H -1.207 1.479 -2.503
H -3.576 0.696 -0.633
H -3.029 -0.245 -1.953
H -4.698 0.341 -1.987
C -8.888 1.672 4.071
O -7.929 0.604 4.258
C -6.688 0.971 4.771
C -5.693 -0.214 4.598
N -5.677 -0.579 3.198
C -5.050 -1.871 2.860
C -4.926 -2.110 1.376
O -6.215 -2.242 0.886
C -6.263 -2.681 -0.546
H -9.082 2.258 4.969
H -9.784 1.212 3.654
H -8.674 2.470 3.360
H -6.889 1.215 5.814
H -6.212 1.808 4.261
H -6.014 -1.082 5.173
H -4.719 0.009 5.034
H -6.621 -0.791 2.908
H -5.577 -2.663 3.391
H -4.039 -1.966 3.257
H -4.307 -2.987 1.187
H -4.379 -1.320 0.860
H -7.260 -2.490 -0.944
H -6.020 -3.740 -0.626
H -5.471 -2.207 -1.125
C 3.804 -1.049 -2.747
O 4.792 -1.818 -2.041
C 5.803 -2.403 -2.924
C 5.348 -3.433 -3.973
N 5.100 -2.744 -5.269
C 4.582 -3.511 -6.425
C 3.310 -4.390 -6.215
O 3.588 -5.386 -5.245
C 2.589 -6.367 -5.153
H 4.209 -0.256 -3.376
H 3.183 -0.548 -2.004
H 3.134 -1.733 -3.268
H 6.482 -2.862 -2.206
H 6.336 -1.567 -3.375
H 4.431 -3.906 -3.620
H 6.127 -4.189 -4.068
H 4.634 -1.866 -5.087
H 5.386 -4.176 -6.741
H 4.397 -2.862 -7.281
H 3.074 -4.876 -7.161
H 2.522 -3.675 -5.984
H 1.629 -5.870 -5.007
H 2.883 -7.094 -4.397
H 2.579 -6.970 -6.061
C 1.597 -4.957 8.281
O 1.109 -4.487 6.986
C 0.048 -5.250 6.448
C -0.419 -4.670 5.161
N -0.980 -3.304 5.360
C -0.866 -2.498 4.136
C -1.412 -1.055 4.315
O -0.677 -0.294 5.322
C -1.255 0.983 5.509
H 2.100 -5.912 8.133
H 0.779 -5.219 8.952
H 2.208 -4.211 8.789
H -0.728 -5.270 7.213
H 0.261 -6.318 6.388
H -1.118 -5.331 4.648
H 0.473 -4.696 4.534
H -0.315 -2.973 6.044
H -1.503 -2.889 3.342
H 0.106 -2.393 3.654
H -2.419 -1.237 4.689
H -1.412 -0.569 3.340
H -0.776 1.558 6.302
H -2.305 0.956 5.802
H -1.234 1.587 4.602
C -4.353 -4.215 -12.272
O -4.177 -3.168 -11.269
C -3.542 -3.653 -10.067
C -3.250 -2.476 -9.172
N -2.591 -2.897 -7.933
C -2.575 -1.787 -6.995
C -1.932 -2.203 -5.651
O -1.631 -1.108 -4.837
C -1.044 -1.490 -3.611
H -4.819 -3.783 -13.158
H -5.102 -4.880 -11.843
H -3.427 -4.739 -12.509
H -2.563 -4.097 -10.249
H -4.204 -4.358 -9.565
H -4.199 -1.990 -8.943
H -2.567 -1.777 -9.654
H -1.633 -3.183 -8.076
H -3.537 -1.370 -6.698
H -2.033 -0.928 -7.389
H -0.977 -2.660 -5.908
H -2.480 -2.998 -5.145
H -0.931 -0.635 -2.944
H -0.066 -1.960 -3.718
H -1.737 -2.167 -3.112